16
Properties=species:S:1:pos:R:3:forces:R:3:mulliken_charge:R:1 method="wB97M-V/def2-TZVPD" e_above_lowest_kj_mol=206.89 total_energy_ev=-12827.87957 charge=+1 orbital_gap_ev=8.949
C -1.081 -1.769 -0.001 0.172 0.781 -0.053 0.335
C -2.159 -0.906 -0.010 -0.353 -1.103 -0.036 -0.995
H 2.837 -0.576 0.001 0.144 -0.226 0.014 0.398
N 0.732 -0.221 -0.019 0.609 0.602 -0.001 0.651
H 0.286 2.890 0.000 -0.136 0.187 -0.032 0.475
C 2.038 0.137 0.000 0.121 0.175 -0.008 0.155
C -2.228 0.451 -0.001 0.251 1.426 0.082 1.016
N 0.210 -1.480 -0.012 -0.187 -0.767 0.063 -0.447
C 0.709 1.906 -0.011 0.419 -0.281 0.041 -0.092
H 2.918 2.144 0.024 0.176 0.064 -0.006 0.419
C 2.056 1.510 0.007 -0.069 -0.147 -0.009 -0.841
O -2.699 1.490 0.025 0.143 -0.567 -0.061 -0.231
H 0.898 -2.227 0.030 -0.170 0.306 -0.044 0.231
H -1.306 -2.829 0.010 0.185 0.040 0.001 0.392
H -3.145 -1.362 -0.017 0.057 0.048 0.021 0.328
N -0.066 0.842 -0.026 -1.361 -0.538 0.027 -0.795


15
Properties=species:S:1:pos:R:3:forces:R:3:mulliken_charge:R:1 method="wB97M-V/def2-TZVPD" e_above_lowest_kj_mol=328.02 total_energy_ev=-11891.54831 charge=+1 orbital_gap_ev="7.015 / 7.016"
N -2.103 0.460 0.441 -1.073 0.660 1.188 -0.407
H 1.874 -0.709 1.536 0.577 -0.086 0.603 0.218
O -5.575 -0.111 -0.152 -1.054 0.269 0.019 -0.023
H 2.328 0.767 -1.035 0.881 0.475 0.695 0.386
H 3.606 0.299 0.236 0.135 0.998 -0.129 0.326
C 1.688 -0.375 0.524 0.949 -0.590 -0.149 -0.011
C -3.111 0.140 -0.305 2.211 -1.513 -2.292 0.092
H -2.920 -0.440 -1.271 -0.501 0.675 0.936 0.321
C 0.353 -0.037 0.483 -3.051 1.974 0.471 -0.375
C -4.495 0.162 -0.129 1.475 -0.033 0.709 0.370
H 2.567 -1.324 -0.917 -1.948 -0.700 1.137 0.379
C -0.832 0.235 0.385 -1.183 -0.155 -0.493 0.997
C 2.625 0.742 0.044 -1.469 -1.514 -0.808 -1.194
H 2.281 1.624 0.529 0.830 1.049 0.402 0.427
O 1.713 -1.431 -0.369 3.221 -1.509 -2.289 -0.507


17
Properties=species:S:1:pos:R:3:forces:R:3:mulliken_charge:R:1 method="wB97M-V/def2-TZVPD" e_above_lowest_kj_mol=94.92 total_energy_ev=-30481.34903 charge=-1 orbital_gap_ev=7.022
C 0.165 -1.318 0.503 0.357 -0.601 -0.023 0.255
P -2.810 0.085 0.829 0.602 -0.641 -0.416 -0.235
C 2.446 -0.009 0.946 -2.394 -2.327 3.239 -1.395
N -1.668 -2.163 -1.360 1.689 -0.318 0.923 -0.939
H 3.107 -0.526 0.367 2.222 -0.833 -1.798 0.327
O -2.108 2.584 0.147 0.301 0.633 -0.443 -0.650
C 0.563 0.912 -0.331 0.637 -0.331 -0.032 -0.553
H -0.937 1.159 -1.844 -0.005 0.553 -2.119 0.576
C -0.740 0.790 -0.898 -2.834 -2.271 2.482 -0.367
H 2.626 -0.484 1.994 -0.869 0.635 -1.566 0.271
H 2.588 1.006 1.079 0.883 2.004 -0.129 0.407
H -2.362 -1.854 -1.979 -1.470 0.239 -1.104 0.249
H 0.987 1.927 -0.546 0.620 -1.186 0.782 0.278
P -1.335 -0.967 -0.384 -2.033 1.107 -1.312 0.324
C 1.056 -0.181 0.345 1.547 2.799 0.499 0.711
C -1.913 1.390 0.013 0.104 0.414 0.637 0.383
O 0.335 -2.352 1.118 0.644 0.125 0.379 -0.643


17
Properties=species:S:1:pos:R:3:forces:R:3:mulliken_charge:R:1 method="wB97M-V/def2-TZVPD" e_above_lowest_kj_mol=359.32 total_energy_ev=-24785.59254 charge=-1 orbital_gap_ev=7.861
S -0.482 -0.872 -1.532 0.690 -0.062 1.664 -0.180
H 1.616 0.282 -1.036 2.175 2.173 -2.037 0.761
O -2.071 -1.539 1.200 -0.498 -0.375 0.229 -0.622
C -0.272 1.894 -0.038 1.161 -0.816 -2.606 0.404
C 0.153 0.311 0.492 -0.542 0.859 -0.785 -0.270
H 2.534 -1.153 0.793 1.475 0.590 1.688 0.376
H 0.461 0.496 1.524 -0.494 -0.457 -0.217 0.504
C -1.083 -0.151 -0.047 -0.687 -1.501 0.511 0.424
H 2.203 -2.258 -0.574 -0.020 0.731 0.705 0.301
C 1.045 -0.362 -0.524 -1.060 -2.942 1.896 -0.319
N -0.174 1.823 -1.345 -0.238 1.244 0.670 -0.605
O -3.423 0.201 0.639 -1.792 0.968 -0.127 -0.633
H -0.358 2.685 -1.848 0.000 0.415 0.441 0.175
H 0.995 -1.992 0.581 -2.591 -2.317 2.665 0.460
C -2.442 -0.474 0.659 2.617 -0.574 -0.126 0.309
C 1.794 -1.542 0.192 0.276 1.019 -5.560 -1.433
O -0.497 2.653 0.865 -0.472 1.045 0.989 -0.654


19
Properties=species:S:1:pos:R:3:forces:R:3:lowdin_spin:R:1 method="wB97M-V/def2-TZVPD" total_energy_ev=-20086.22499 charge=-1 orbital_gap_ev="4.917 / 7.405" spin_multiplicity=3
H 2.273 3.252 -0.874 -0.095 -1.515 1.721 0.069
O 2.152 -2.308 1.170 0.141 0.499 2.983 0.022
H 1.453 3.017 0.778 -1.354 1.331 1.806 0.017
C -0.613 -1.657 -0.601 0.144 2.163 0.879 0.001
O -1.748 -2.295 -0.172 -0.656 -2.007 -1.276 0.000
N 3.019 0.207 0.015 2.232 -2.828 -1.820 0.451
O 2.451 -0.691 -0.691 -1.483 -1.108 -2.396 0.167
C -2.438 -1.470 0.670 -2.698 0.974 0.760 0.000
C 2.101 2.584 0.117 1.470 -1.281 -3.836 0.127
O 2.217 -3.160 -0.921 0.378 -0.497 -1.351 0.007
H -0.024 -1.987 -1.438 0.126 -0.593 0.422 0.000
C -0.567 -0.494 0.057 0.782 0.506 0.284 0.011
C 2.274 -2.501 0.043 -0.560 -0.171 -1.156 0.014
C 2.382 1.305 0.302 -2.330 5.307 2.365 0.655
H 0.231 0.168 0.390 -0.189 -0.107 -1.003 0.013
H -3.436 -1.185 0.333 -0.326 -0.180 -1.081 0.000
O -1.764 -0.239 0.732 0.935 -0.827 0.921 0.002
H -2.785 -1.961 1.619 1.620 0.086 0.084 0.000
O 4.072 -0.080 0.627 1.865 0.248 1.693 0.444


13
Properties=species:S:1:pos:R:3:forces:R:3:mulliken_charge:R:1 method="wB97M-V/def2-TZVPD" e_above_lowest_kj_mol=453.77 total_energy_ev=-8361.80310 orbital_gap_ev=10.606 smiles=C#CC[C@H](O)C#C
C -2.004 -0.100 -0.215 0.689 0.047 -0.035 -0.209
C 0.310 -0.969 0.950 -0.006 -0.437 0.433 0.053
H 0.605 0.039 -1.944 -0.121 0.039 0.135 0.234
H 0.250 2.553 -0.832 0.137 -0.041 -0.051 0.370
H -0.869 -2.456 2.190 -0.023 0.052 -0.060 0.380
H 2.017 -0.444 -0.132 -0.088 0.183 -0.031 0.280
H -2.399 -0.783 0.519 -0.693 0.599 -0.586 0.321
C 1.079 0.018 0.192 0.061 0.050 -0.012 -0.711
C -1.104 0.474 -0.783 -0.389 -0.383 0.269 -0.445
C 0.336 0.631 -1.062 -0.096 -0.311 0.004 0.271
O 0.790 1.936 -1.341 -0.162 0.111 0.175 -0.527
C -0.350 -1.741 1.595 0.744 0.133 -0.099 -0.284
H 1.339 0.844 0.864 -0.053 -0.042 -0.141 0.266